No. 1
# C44H51Cl3IN5O5PS2Sc

A molecular structure, C44H51Cl3IN5O5PS2Sc (ωB97M-V/def2-TZVPD, the OMol25 dataset).

Cartesian coordinates (Å):
Sc -11.67357 -10.84085 -14.00785
C -14.99060 -11.07793 -13.12046
C -14.79955 -11.78829 -14.37727
N -13.63493 -12.00064 -14.96539
C -13.86677 -12.73380 -16.15520
C -15.18462 -13.05594 -16.37203
S -16.17340 -12.41001 -15.15911
C -12.85752 -13.20494 -17.18365
C -12.74154 -12.61569 -18.41820
S -11.62888 -13.49894 -19.40049
C -11.34152 -14.53841 -18.07832
N -12.06334 -14.31410 -17.01300
C -10.30925 -15.58130 -18.05562
H -14.17321 -10.35335 -12.95824
H -15.01159 -11.83375 -12.34543
H -15.92058 -10.54690 -13.05823
H -15.53690 -13.65884 -17.18892
H -13.25118 -11.78623 -18.79304
H -9.85751 -15.56343 -17.06637
H -9.45835 -15.41961 -18.75826
H -10.69977 -16.61397 -18.25476
C -10.28859 -8.19219 -11.03120
C -10.49188 -9.54709 -10.35317
C -9.19281 -10.38081 -10.22797
P -11.96271 -10.44714 -11.12673
C -12.43543 -11.52196 -9.66274
C -12.69140 -10.93355 -8.27273
C -13.61608 -12.49850 -9.97333
C -12.98848 -8.95270 -11.30035
C -13.53944 -8.31598 -10.18130
C -14.06401 -7.03375 -10.24256
C -14.65421 -6.39028 -9.04410
C -13.96436 -6.37923 -11.45168
C -13.48367 -6.97083 -12.57506
C -13.06247 -8.30053 -12.58932
N -12.64183 -8.97619 -13.69833
C -12.60185 -8.15335 -14.86830
C -11.39380 -7.63620 -15.42707
C -9.95344 -8.07221 -15.14529
C -11.54552 -6.76072 -16.50325
C -12.74385 -6.29657 -16.95174
C -12.79092 -5.17482 -17.94587
C -13.88173 -6.91365 -16.47649
C -13.87153 -7.88905 -15.47670
C -15.16058 -8.49659 -15.10773
H -9.28246 -7.78690 -10.95864
H -10.93729 -7.45744 -10.50826
H -10.59759 -8.20941 -12.07719
H -10.83115 -9.34492 -9.36703
H -8.53579 -9.86738 -9.47481
H -8.67899 -10.40885 -11.15710
H -9.38011 -11.39076 -9.86187
H -11.52988 -12.13467 -9.61425
H -13.74911 -10.69200 -8.31928
H -12.14050 -9.97759 -8.08602
H -12.42622 -11.67071 -7.54314
H -14.57341 -12.00979 -10.03506
H -13.72292 -13.11028 -9.07358
H -13.38042 -13.16831 -10.81912
H -13.52958 -8.85047 -9.24769
H -14.72648 -7.16115 -8.26843
H -15.72093 -6.07671 -9.27823
H -14.16669 -5.49888 -8.63763
H -14.39304 -5.36936 -11.46694
H -13.49647 -6.40980 -13.47279
H -5.40462 -9.27274 -16.43476
H -9.31694 -7.24612 -15.56637
H -9.63334 -8.87912 -15.77124
H -10.62228 -6.38946 -16.98599
H -13.67241 -5.15786 -18.60952
H -11.91917 -5.28468 -18.64661
H -12.74409 -4.23388 -17.43141
H -14.87597 -6.76062 -16.90700
H -15.95158 -8.00159 -15.62755
H -15.30434 -8.38036 -14.05345
H -15.15851 -9.55671 -15.33598
I -11.33674 -16.86480 -12.01116
C -10.88256 -14.94233 -12.67754
C -9.77769 -14.21345 -12.30603
N -9.93916 -12.98219 -12.80948
N -11.10252 -12.87644 -13.47207
C -11.69729 -14.05468 -13.40067
H -8.91732 -14.69355 -11.86326
H -9.43122 -12.10052 -12.73262
H -12.60797 -14.23544 -13.95810
C -6.71809 -11.51197 -18.98050
C -6.62117 -12.07611 -17.61222
C -5.37604 -12.03578 -16.94372
C -5.21133 -12.53766 -15.64375
Cl -3.82500 -12.23871 -14.71447
C -6.33433 -13.17210 -15.03245
C -7.56117 -13.13222 -15.68154
C -7.75458 -12.55661 -16.89367
O -8.98199 -12.51357 -17.45333
C -9.49893 -11.24826 -17.85141
C -10.75662 -10.73044 -17.12781
O -11.40871 -9.91162 -17.76058
O -10.94798 -11.07073 -15.86343
H -5.79263 -11.41488 -19.49586
H -7.17542 -10.50649 -18.96688
H -7.33057 -12.18312 -19.60266
H -4.49219 -11.63332 -17.39495
H -6.26419 -13.58025 -14.01180
H -8.48396 -13.53168 -15.26878
H -9.74444 -11.27050 -18.89825
H -8.73559 -10.47674 -17.75735
Cl -6.16938 -9.12949 -13.28145
C -7.68513 -9.88188 -13.07464
Cl -6.49731 -8.37198 -16.74079
C -8.91875 -9.52282 -13.46998
O -9.41915 -8.28840 -13.80055
O -9.91789 -10.38538 -13.47919
H -7.56116 -10.91862 -12.82690

Atoms 1-2, force components in eV/Å:
-1.27 0.44 -1.25
0.84 0.30 0.95

Relative energy (zero: lowest compared OMol25 entry of this formula, charge and spin) in kJ/mol: 367.8
LUMO level in hartree: 0.007

Mulliken atomic charge list, values in e, 5 entries:
1 Sc -0.69
2 C -1.88
3 C 0.13
4 N 1.70
5 C -1.17

---

No. 2
# C4H12O2

A molecular structure, C4H12O2 (ωB97M-V/def2-TZVPD, the OMol25 dataset).

Cartesian coordinates (Å):
C 0.29776 2.25742 0.32092
C 0.82916 0.87432 0.62536
C 0.04205 -0.18242 1.39574
C 0.64455 -1.54336 1.52662
H -0.78222 2.16428 -0.02961
H 0.43543 2.99220 1.14716
H 0.96007 2.77944 -0.50349
H 1.82805 0.59899 0.61257
H -0.72696 0.32201 2.08970
H 0.18327 -2.22612 2.33654
H 0.63515 -1.95814 0.55973
H 1.80241 -1.46284 1.74030
H -1.01256 -2.12592 -2.15709
H -0.94207 -0.38579 -1.59099
O -0.53315 -1.80961 -1.26446
H -0.05589 0.15011 0.23121
H -0.96940 0.53916 -2.79880
O -0.99641 0.58173 -1.84168

Atoms 1-2, force components in eV/Å:
0.63 1.06 -1.45
-3.03 -0.37 4.26

Relative energy (zero: lowest compared OMol25 entry of this formula, charge and spin) in kJ/mol: 582.2
LUMO level in hartree: -0.059

Mulliken atomic charge list, values in e, 5 entries:
1 C -1.10
2 C 0.07
3 C 0.39
4 C -1.12
5 H 0.31

---

No. 3
# C2H4O2

2 unconnected molecules or ions with the total composition C2H4O2 (ωB97M-V/def2-TZVPD, the OMol25 dataset).

Cartesian coordinates (Å):
O -1.91245 0.30275 3.32734
C -2.52654 1.35102 3.52239
H -2.20607 2.29039 3.01219
H -3.50486 1.37826 4.05868
O 3.57789 -1.09655 -2.94120
C 2.51974 -1.31661 -3.47210
H 1.74979 -1.98028 -3.01148
H 2.30251 -0.92897 -4.49582

Atoms 1-2, force components in eV/Å:
-1.22 2.16 0.73
0.67 -1.86 -1.28

Relative energy (zero: lowest compared OMol25 entry of this formula, charge and spin) in kJ/mol: 242.5
SMILES: C=O.C=O
LUMO level in hartree: 0.024

Mulliken atomic charge list, values in e, 5 entries:
1 O -0.39
2 C -0.03
3 H 0.21
4 H 0.21
5 O -0.37

---

| no. | calculated total energy (eV) | orbital gap (Ha) | maximum force (eV/Å) |
| --- | --- | --- | --- |
| 1 | -161474.030 | 0.266 | 3.4 |
| 2 | -8431.480 | 0.215 | 5.2 |
| 3 | -6231.794 | 0.400 | 2.6 |